[1]
DFT (wB97M-V/def2-TZVPD) results for C4H11N2O2P in the gas phase in a non-equilibrium geometry.

The HOMO energy (spin up / spin down) comes out at -8.14 / -9.45 eV. As for the energy: -20686.321 eV. The total charge is 0. The spin multiplicity is 1. The calculation puts the energy above the lowest of the compared OMol25 structures with the same formula, charge and spin at 5.471 eV.

Structure (XYZ):
```
20
Properties=species:S:1:pos:R:3:forces:R:3
C -2.2972 0.2699 -0.4397 -1.340 -3.400 -1.041
C 2.6501 0.0825 1.0552 -1.488 -1.957 -3.860
C 0.9053 -1.7471 0.5282 -0.851 1.197 -0.311
C 1.1133 -0.1910 0.7805 0.753 -1.265 1.493
N -1.0389 0.0413 -1.0271 0.526 1.078 1.331
N -2.8960 2.4647 -0.4448 0.417 -0.785 0.124
O 1.2985 0.5555 -1.8308 1.187 -0.022 -1.427
O -3.1136 1.2552 -1.0544 0.599 1.356 0.865
P 0.4433 0.7534 -0.6633 -0.700 0.016 1.468
H -2.9365 -0.6532 -0.6306 0.817 0.878 0.257
H -2.1370 0.2638 0.6181 -0.491 1.188 0.794
H 3.3031 -0.5555 0.3908 -0.875 0.915 -0.268
H 2.7357 1.0880 0.7583 1.276 1.441 0.745
H 2.9416 -0.3787 1.9352 0.263 0.436 2.567
H 1.8201 -2.1969 0.9395 -0.766 -0.447 0.136
H 0.9620 -1.8571 -0.5850 -0.232 -0.387 0.951
H -0.1063 -2.1227 0.9475 1.928 0.371 -0.734
H 0.6576 0.1452 1.7401 -0.293 -0.248 -0.788
H -0.9908 -0.3313 -1.9241 -0.270 -0.703 -1.870
H -3.3144 3.1141 -1.0936 -0.462 0.335 -0.431
```
Forces are in eV/Å.

---

[2]
DFT (wB97M-V/def2-TZVPD) results for a gas-phase ion, C4H11N2O3 (charge +1) in a non-equilibrium geometry.

The HOMO energy comes out at -13.64 eV. As for the energy: -13438.788 eV. The total charge is +1. The spin multiplicity is 1. The calculation puts the energy above the lowest of the compared OMol25 structures with the same formula, charge and spin at 4.460 eV. The SMILES is CC[C@H]([NH3+])C(O)(O)N=O.

Structure (XYZ):
```
20
Properties=species:S:1:pos:R:3:forces:R:3
C -1.3172 1.8273 0.1239 -0.319 -1.586 -1.626
C -1.4534 0.3285 0.2543 0.747 -1.240 -1.214
C -0.2195 -0.3518 -0.3880 0.577 3.273 -1.197
C 1.3094 -0.2193 0.2275 -2.710 -2.465 -0.668
N 1.7808 1.1362 0.3694 0.354 1.843 0.836
N -0.4773 -1.7889 -0.6196 1.222 1.811 -1.242
O 2.1196 1.7334 -0.5935 0.029 -0.505 -0.659
O 1.2588 -0.7566 1.4980 0.189 -1.391 0.306
O 2.0236 -1.0913 -0.6843 -2.812 1.851 0.418
H -0.4204 2.2094 0.4503 2.183 0.576 1.331
H -1.2819 2.0921 -0.9338 -0.853 0.285 0.025
H -2.0631 2.2257 0.7199 -1.687 1.444 0.510
H -2.3411 -0.0304 -0.4192 1.231 0.551 1.637
H -1.5083 -0.0034 1.2911 -0.575 -0.021 0.023
H -0.1793 0.1613 -1.3983 0.365 -0.930 0.788
H -0.5910 -2.1687 0.2917 -0.638 -1.131 0.854
H 0.5001 -2.0059 -0.9670 -1.097 -1.048 -0.428
H -1.3158 -1.7664 -1.2500 1.159 -1.137 0.654
H 1.3295 -0.2537 2.3358 0.237 0.509 -1.262
H 2.8466 -1.2776 -0.3083 2.398 -0.687 0.918
```
Forces are in eV/Å.